A cluster of 15 separate species, C49H125N3O15 in total in a non-equilibrium geometry, computed with wB97M-V/def2-TZVPD.

Geometry as XYZ:
```
192
Properties=species:S:1:pos:R:3:forces:R:3:mulliken_charge:R:1
C -5.20719 0.24868 -3.75725 -0.441 -0.865 0.131 -0.383
C -6.06980 -0.70662 -2.93306 -0.349 1.155 0.887 -0.560
O -5.37340 -1.93509 -2.78361 -0.350 0.102 0.181 -0.486
H -5.61664 1.25659 -3.74500 -0.021 0.003 -0.176 0.235
H -5.10827 -0.14381 -4.76922 0.066 0.248 -0.110 0.469
H -4.22515 0.23716 -3.28355 0.094 0.180 -0.118 -0.173
H -7.12100 -0.81479 -3.22789 0.295 -0.430 -1.019 0.391
H -6.28122 -0.20316 -1.97562 0.714 -0.235 0.316 0.252
H -5.50047 -2.22646 -1.87591 0.047 -0.164 -0.105 0.286
C -3.86262 4.07770 -1.00910 -0.733 0.005 -0.440 -0.167
C -4.86588 3.23261 -1.79521 0.750 -0.019 0.404 0.738
O -6.16635 3.28629 -1.24281 -0.311 -0.100 -0.064 -0.599
H -4.25385 5.09497 -0.93683 0.069 0.008 0.287 0.505
H -2.93019 4.13809 -1.56878 0.169 -0.163 0.225 -0.321
H -3.75118 3.61042 -0.03217 0.292 0.360 0.160 -0.029
H -4.55919 2.19195 -1.68365 -0.092 -0.057 -0.284 -0.443
H -4.79552 3.50440 -2.85115 -0.443 -0.100 -0.080 -0.059
H -6.69347 3.99222 -1.62443 0.194 0.116 -0.083 0.346
C -2.09493 -5.90002 2.52353 0.048 -0.114 0.449 -0.748
C -2.74724 -4.63373 2.00295 -0.201 -0.355 1.347 0.404
O -4.16936 -4.73617 2.10871 -0.018 0.079 -0.558 -0.561
H -1.01544 -5.80310 2.67266 0.090 -0.047 -0.727 -0.089
H -2.39054 -6.72963 1.88231 0.377 -0.198 0.122 0.243
H -2.40827 -6.11081 3.55198 -0.465 -0.005 -0.142 0.443
H -2.49343 -4.48239 0.95707 -0.076 0.352 0.042 -0.290
H -2.43164 -3.82523 2.67246 0.262 0.389 -0.600 0.381
H -4.40274 -4.74686 3.04059 0.038 -0.052 0.022 0.328
C -0.41753 6.39558 -1.67204 0.274 -0.274 0.428 -1.132
C -0.09669 6.11911 -3.11723 -0.701 0.696 -0.965 0.634
O 0.91427 7.03634 -3.54910 0.592 -0.112 0.585 -0.589
H 0.45149 6.15359 -1.05525 0.074 0.346 0.006 0.316
H -1.21839 5.78335 -1.25352 -0.127 -0.140 -0.422 0.157
H -0.71691 7.43450 -1.54296 0.217 0.048 0.041 0.407
H -0.95596 6.38226 -3.75072 -0.298 -0.572 0.257 0.251
H 0.18893 5.07974 -3.31132 0.048 0.020 0.130 -0.213
H 0.98449 7.02475 -4.50473 -0.089 -0.050 -0.077 0.301
C -0.95656 0.02152 -5.83124 -0.643 -1.475 0.704 0.546
C -1.22930 -0.78728 -7.10339 0.057 1.460 -0.374 -0.514
O -0.18589 -0.56867 -8.05943 0.193 -0.862 -0.008 -0.565
H -0.33580 0.90385 -5.97125 -0.258 0.202 -0.137 -0.016
H -0.47379 -0.61918 -5.08665 0.377 0.157 -0.108 -0.164
H -1.92503 0.21829 -5.36214 0.134 0.567 -0.085 -0.334
H -2.16227 -0.44198 -7.56482 -0.074 -0.126 0.179 0.255
H -1.33814 -1.84959 -6.89651 0.301 -0.026 -0.122 0.381
H -0.06443 0.37750 -8.15210 -0.055 0.109 0.012 0.321
C -4.53631 0.21127 2.71992 0.368 -0.462 -0.048 -1.091
C -3.81765 1.25421 3.57403 -0.695 0.337 -1.084 0.499
O -3.85667 2.48214 2.82918 -0.076 0.251 0.059 -0.454
H -5.61787 0.33312 2.67261 0.020 0.248 0.220 0.445
H -4.33266 -0.80929 3.05752 -0.009 0.048 0.148 0.280
H -4.17778 0.26206 1.68924 0.091 0.137 0.079 -0.002
H -2.75722 1.02101 3.69440 -0.159 -0.293 0.394 -0.495
H -4.34972 1.40701 4.51475 0.385 -0.260 0.219 0.612
H -4.20149 3.18227 3.38640 0.004 0.044 0.008 0.270
C 4.20586 1.86149 -0.46891 0.421 -0.926 -0.579 -1.644
C 3.77577 1.10410 0.77455 0.787 0.064 -0.471 1.199
O 3.89360 1.95568 1.90050 -1.158 -0.050 0.806 -0.344
H 3.53491 2.69743 -0.64699 0.098 0.097 -0.060 0.365
H 4.20720 1.17933 -1.32896 -0.419 0.130 -0.037 0.307
H 5.24763 2.18983 -0.45169 -0.072 0.253 0.457 0.564
H 4.31139 0.15868 0.92340 0.405 0.200 -0.042 -0.020
H 2.74975 0.75608 0.61987 -0.277 0.548 0.546 -0.639
H 4.79070 2.21096 2.12147 0.286 -0.274 -0.498 0.281
C 3.14319 2.89417 -6.70076 -0.275 0.166 0.757 -1.193
C 2.39263 3.39074 -5.46023 -0.551 0.109 -1.048 0.215
O 1.06860 3.73836 -5.91354 -0.455 -0.130 0.001 -0.460
H 4.15661 2.58711 -6.44234 0.011 -0.083 -0.145 0.369
H 3.16093 3.69726 -7.43568 0.154 -0.026 -0.053 0.306
H 2.57453 2.06194 -7.11287 0.196 -0.111 -0.092 0.248
H 2.87771 4.26642 -5.02773 0.059 -0.173 0.263 0.464
H 2.21596 2.59668 -4.73613 0.503 0.081 0.203 -0.067
H 0.86909 4.67052 -5.82653 0.280 0.114 0.116 0.217
C 3.48614 -2.23761 -0.79758 0.925 0.106 0.121 0.664
C 2.91384 -3.02362 -1.95145 -0.076 0.428 -0.002 -0.593
O 2.54805 -2.09239 -2.98091 -0.250 0.145 0.095 -0.516
H 3.61500 -2.88149 0.07688 -0.333 0.085 0.086 -0.466
H 2.90639 -1.34197 -0.56836 -0.300 -0.242 0.081 -0.540
H 4.49987 -1.87868 -1.00354 -0.068 -0.008 -0.296 0.548
H 2.02152 -3.55243 -1.59804 0.086 -0.228 -0.209 0.111
H 3.65966 -3.70807 -2.36155 -0.139 -0.236 0.227 0.520
H 2.34730 -2.57828 -3.78685 0.022 0.000 0.016 0.287
C -1.45594 -5.81200 -1.66716 -0.477 0.252 1.465 -0.213
C -2.77062 -6.60435 -1.62911 1.031 1.431 -0.715 -0.294
O -2.54880 -7.89487 -2.16848 -0.409 -0.077 0.140 -0.532
H -1.67382 -4.80083 -1.30208 -0.040 0.025 -0.156 -0.236
H -0.94551 -5.68170 -2.61457 -0.102 -0.440 -0.125 0.352
H -0.84307 -6.24622 -0.87114 0.565 -0.068 -0.468 0.164
H -3.49088 -6.00322 -2.19193 -0.292 -0.459 -0.111 0.372
H -3.07607 -6.58758 -0.57925 -0.282 -0.547 -0.038 0.030
H -3.25509 -8.08636 -2.79053 0.015 -0.094 0.074 0.327
C -3.95224 4.08889 -5.77485 0.382 -0.197 0.893 -1.398
C -2.72808 3.16038 -5.72527 -1.112 0.966 -0.420 1.048
O -2.72365 2.58014 -7.03490 0.761 -0.307 0.420 -0.612
H -3.79539 4.95208 -6.41731 -0.017 -0.095 -0.154 0.362
H -4.21479 4.44532 -4.77468 0.065 0.106 -0.015 0.266
H -4.79111 3.48700 -6.12190 -0.040 0.126 -0.179 0.375
H -2.87252 2.45618 -4.90024 0.076 -0.452 -0.344 -0.339
H -1.79337 3.68946 -5.52381 -0.017 0.074 -0.076 -0.026
H -1.80385 2.55501 -7.31663 -0.067 -0.188 -0.106 0.343
O -1.26421 -3.06425 -3.59797 0.092 0.084 0.019 -0.680
H -1.09467 -2.21743 -3.14966 -0.062 -0.126 -0.054 0.130
H -0.52187 -3.18110 -4.19950 -0.080 0.037 0.001 0.261
C 6.18663 -3.05874 2.38867 0.935 0.278 -0.504 -1.821
C 5.03006 -3.59305 3.19456 -0.775 0.117 0.279 2.217
C 4.03238 -2.44032 3.33494 -0.363 0.445 -0.047 -0.774
C 2.64120 -2.84055 3.79365 0.492 -1.364 1.044 -0.649
C 2.06227 -3.89080 2.84233 0.118 0.996 -0.578 -0.036
C 2.99631 -5.06047 2.48462 0.061 -1.101 0.334 1.331
N 4.40395 -4.66866 2.39330 -0.208 1.156 -0.595 0.387
O 5.27920 -5.75048 2.21418 -0.296 -0.272 0.061 -0.527
C 2.76875 -6.17318 3.54325 0.310 1.222 1.619 -1.605
C 2.52365 -5.66345 1.16535 -0.055 -0.181 -0.581 -1.813
C 5.50493 -4.07529 4.56497 0.496 -0.957 -0.176 -1.977
H 6.68832 -2.22619 2.88997 -0.068 -0.080 0.211 0.399
H 5.85549 -2.66985 1.42341 -0.205 -0.100 0.031 0.174
H 6.94478 -3.81182 2.16660 -0.097 -0.096 0.183 0.421
H 4.41763 -1.71829 4.05985 0.254 -0.046 -0.065 0.712
H 3.98688 -1.90592 2.37989 -0.172 -0.059 -0.060 -0.538
H 2.03126 -1.96301 4.00591 -0.262 -0.105 -0.564 -0.178
H 2.75395 -3.30462 4.78352 0.029 0.014 0.056 0.374
H 1.80817 -3.31213 1.94815 0.047 -0.372 -0.324 -0.723
H 1.13692 -4.37234 3.16062 -0.106 0.337 0.278 0.873
H 3.41069 -7.05372 3.54643 -0.333 -0.240 -0.742 0.433
H 3.00998 -5.74002 4.52639 -0.179 0.071 -0.032 0.394
H 1.70626 -6.39778 3.61667 0.095 -0.528 -0.283 0.415
H 1.45278 -5.88077 1.20096 -0.036 0.115 0.152 0.261
H 2.68863 -5.01263 0.30349 0.104 0.103 0.160 0.094
H 3.00574 -6.62011 0.95815 0.180 0.091 0.044 0.436
H 5.97489 -3.32861 5.20353 -0.170 0.282 -0.195 0.379
H 6.27893 -4.82167 4.35459 0.012 -0.018 0.251 0.454
H 4.72969 -4.59322 5.13094 -0.104 0.211 0.019 0.318
H 5.09557 -6.37422 2.93586 0.212 0.089 -0.024 0.383
C -0.12004 -1.90390 0.36629 0.098 -0.092 -0.058 -1.755
C -0.86650 -0.61256 0.03549 -0.861 -0.581 -0.149 3.068
C -0.84229 0.28455 1.26795 -0.846 0.671 -0.046 -0.009
C -1.37024 1.69957 0.99801 0.867 -0.408 -1.611 0.404
C -0.52230 2.29293 -0.17586 -0.360 -1.259 1.961 -0.591
C -0.38599 1.40263 -1.42799 -0.668 1.682 -0.100 2.473
N -0.16572 0.01715 -1.09133 0.732 0.008 1.474 0.087
O -0.17877 -0.83112 -2.21350 0.026 0.149 -0.240 1.536
C -1.60743 1.66498 -2.31474 0.360 -0.378 -1.181 0.090
C 0.84290 1.97238 -2.13128 0.312 -0.769 -1.289 -1.411
C -2.34707 -0.94189 -0.30952 -0.017 0.005 -0.092 -1.336
H 0.93815 -1.67595 0.51823 -0.004 -0.033 -0.003 -0.306
H -0.21631 -2.63682 -0.43751 0.036 0.010 -0.006 0.059
H -0.49302 -2.37374 1.27796 -0.152 0.106 0.040 0.549
H -1.54832 -0.16187 1.97496 0.406 -0.271 0.264 0.802
H 0.15032 0.35652 1.71600 -0.016 -0.235 -0.153 -1.768
H -1.21864 2.30931 1.88594 -0.398 0.128 -0.149 -0.242
H -2.41544 1.68338 0.68797 -0.120 0.031 0.434 -0.333
H 0.46044 2.36994 0.30243 0.205 0.569 -0.424 0.130
H -0.96794 3.25266 -0.42655 0.492 0.181 -0.285 0.084
H -1.51411 1.05651 -3.22038 -0.151 -0.242 0.154 -0.661
H -2.57074 1.45756 -1.86508 -0.014 0.107 0.176 -0.793
H -1.58407 2.67967 -2.72028 -0.064 0.153 0.384 0.143
H 0.77492 3.04376 -2.32435 -0.045 0.077 0.442 -0.071
H 1.75836 1.70317 -1.60828 -0.068 0.234 0.244 -0.205
H 0.95632 1.53985 -3.13467 -0.143 -0.163 0.076 0.008
H -2.93341 -1.32101 0.53191 0.365 -0.088 0.184 0.153
H -2.44058 -1.68446 -1.10412 0.174 0.081 -0.091 0.183
H -2.86349 -0.04233 -0.63227 -0.076 0.025 -0.100 -0.251
H 0.70592 -1.22458 -2.19845 0.160 0.030 -0.356 -0.209
C 1.71267 4.23268 3.51250 0.628 0.289 -0.050 -1.743
C 1.40071 4.02618 5.00284 0.132 -0.353 0.036 2.096
C -0.10572 4.08083 5.24864 -0.198 -0.229 -0.272 -1.774
C -0.84884 2.84453 4.74786 0.170 0.661 -0.173 1.265
C -0.29116 1.60180 5.41353 -0.666 -0.187 -0.463 -1.783
C 1.25288 1.45446 5.30955 -1.444 0.058 -0.991 2.199
N 1.90302 2.74220 5.54003 0.313 0.244 1.089 0.114
O 3.30614 2.64086 5.30248 -0.549 -0.393 -0.388 -0.595
C 1.67737 0.38907 6.31841 0.690 -0.268 -0.181 -1.885
C 1.51334 0.89730 3.88186 0.554 -1.051 0.979 -1.304
C 2.05818 5.16405 5.79696 0.293 -0.105 -0.289 -2.073
H 1.31255 5.17478 3.13147 -0.318 -0.075 0.145 0.482
H 1.39778 3.42246 2.86274 -0.139 0.038 -0.008 0.135
H 2.79317 4.35089 3.39517 0.008 -0.235 -0.052 0.396
H -0.32061 4.15578 6.31774 0.194 0.130 0.064 0.378
H -0.49436 4.97785 4.76147 0.005 0.066 0.094 0.535
H -0.81497 2.73035 3.65997 0.300 0.225 0.111 -1.152
H -1.90872 3.01691 4.95020 -0.035 -0.387 0.190 0.551
H -0.72239 0.76358 4.85526 0.149 -0.236 0.234 0.482
H -0.71910 1.50147 6.41388 0.544 0.201 0.267 0.450
H 1.14642 0.46941 7.26423 0.228 0.269 0.119 0.335
H 1.49190 -0.62227 5.94427 -0.352 0.127 -0.166 0.337
H 2.76168 0.40002 6.44849 -0.059 0.291 0.308 0.399
H 1.20767 1.51404 3.04670 0.104 0.125 0.070 -0.642
H 2.56450 0.59903 3.82328 0.081 0.328 -0.455 0.977
H 1.00308 -0.06838 3.84457 -0.244 0.185 -0.262 0.411
H 3.14972 5.16533 5.81427 -0.018 -0.447 -0.367 0.361
H 1.77549 5.11063 6.84761 -0.389 0.315 -0.087 0.419
H 1.78504 6.08251 5.27317 -0.260 0.254 0.558 0.417
H 3.35333 2.28977 4.39338 0.333 0.221 0.086 0.466
```
Positions in Å, forces in eV/Å.

Computed properties:
Lowest unoccupied orbital energy (eV): 0.27
E_tot (a.u.): -3234.530619
2S+1: 1
HOMO level (eV): -8.37
Kohn-Sham gap (eV): 8.64